No. 1
Below is a 9-piece molecular cluster, C35H63N5O17 overall in a non-equilibrium geometry, with properties calculated with ωB97M-V with the def2-TZVPD basis set.

Output
2S+1: 1
E_tot (eV): -79569.70259
Kohn-Sham gap (eV): 6.493

```
120
Properties=species:S:1:pos:R:3:forces:R:3
N -4.11052 1.76780 -0.84294 0.5 -1.2 1.4
H -4.16963 2.30754 0.05124 -0.2 0.9 0.4
H -4.42805 0.84100 -0.53510 -0.3 0.1 -0.4
H -3.10600 1.57598 -1.10499 -0.7 0.8 -0.5
H -4.72983 2.21242 -1.54805 0.1 -0.2 -0.4
C -4.60582 2.82821 2.61568 -0.4 -1.0 -1.0
O -4.73442 3.36658 1.33103 0.2 0.5 -0.5
H -5.56763 2.39041 2.92508 -0.1 0.4 0.6
H -3.96648 1.92436 2.60257 0.4 0.1 0.1
H -4.19268 3.48875 3.38572 -0.2 0.2 0.0
C -2.90483 -3.20483 0.53304 -0.6 -1.1 -0.3
C -2.70990 -2.15208 -0.52018 -0.2 1.2 -0.5
C -2.53525 -2.80708 -1.92163 -0.3 -1.6 1.7
O -2.17235 -2.02018 -3.00855 -0.3 0.8 -0.3
C -0.78559 -1.84832 -3.23832 0.4 -0.4 0.7
N -3.85364 -1.19566 -0.50795 0.0 -0.5 -1.1
H -3.74112 -3.85830 0.24094 0.1 0.0 -0.4
H -3.29024 -2.87128 1.49553 0.8 0.5 0.1
H -2.04324 -3.87108 0.58270 0.1 0.2 0.5
H -1.83119 -1.51919 -0.34834 0.2 -0.2 0.3
H -3.50954 -3.29838 -2.04181 -0.1 0.4 -0.9
H -1.88540 -3.68779 -1.81861 0.5 0.2 -0.1
H -0.58946 -1.11296 -4.01573 -0.5 -0.2 -0.3
H -0.36559 -2.82347 -3.49462 0.2 0.1 -0.2
H -0.25513 -1.44789 -2.36957 -0.1 -0.2 0.2
H -4.74819 -1.65666 -0.33489 0.3 -0.3 0.5
H -3.99430 -0.99429 -1.50260 0.0 0.7 0.0
C -6.72284 -0.59646 -4.61974 -0.6 -0.6 0.3
C -5.43824 -1.36754 -4.32814 -0.2 0.6 2.3
C -4.81989 -2.06434 -5.46858 0.5 -0.8 -1.7
O -5.74917 -2.94202 -6.12392 0.1 0.7 0.4
C -5.32842 -3.31174 -7.40428 0.8 -0.1 -0.4
N -4.50489 -0.47811 -3.57575 -0.2 -0.1 -1.1
H -7.10987 -0.09839 -3.72972 0.2 -0.1 0.2
H -7.50143 -1.29447 -4.93015 0.0 0.1 -0.2
H -6.66483 0.19806 -5.36576 0.5 -0.2 -0.2
H -5.52380 -2.16716 -3.57527 -1.2 0.0 -0.2
H -4.00199 -2.68611 -5.09048 0.3 0.1 -0.1
H -4.41335 -1.35728 -6.20475 0.0 0.1 0.0
H -4.37772 -3.86500 -7.40948 -0.1 -0.4 0.4
H -5.07120 -2.46601 -8.05615 -0.6 0.3 0.1
H -6.10377 -3.92573 -7.85413 0.0 0.1 0.0
H -3.57282 -0.89994 -3.61928 -0.1 0.5 -0.1
H -4.52887 0.42698 -4.03900 0.4 0.1 0.1
C -1.11847 1.63478 0.71445 -0.4 0.4 -0.3
C -0.57753 2.04902 -0.66375 -0.1 -0.4 0.5
C 0.89968 1.63918 -0.84370 0.1 0.4 0.5
O 1.04876 0.46171 -1.60596 0.3 -0.1 -0.2
C 2.21022 -0.25792 -1.26696 0.4 -1.4 0.0
N -1.46746 1.48056 -1.70170 1.0 0.2 0.4
H -0.45927 1.86486 1.55072 0.2 0.0 -0.2
H -1.35978 0.56935 0.75153 0.0 0.0 0.0
H -2.02320 2.22015 0.88791 -0.1 -0.2 0.2
H -0.65051 3.13571 -0.72440 0.1 0.0 -0.1
H 1.27894 1.44757 0.16561 0.3 0.1 -0.1
H 1.47596 2.46366 -1.27948 0.1 -0.1 -0.1
H 2.23970 -0.50274 -0.20298 0.0 0.3 0.2
H 3.19963 0.10311 -1.56510 -0.3 1.1 0.0
H 2.21575 -1.22702 -1.77520 -0.6 0.0 -0.1
H -1.33008 0.47322 -1.63406 0.0 0.0 -0.5
H -1.07685 1.80085 -2.58347 -0.3 -0.4 -0.2
C -4.46751 4.94396 -2.52098 0.5 0.4 -0.1
C -5.32248 4.16690 -3.51184 0.5 -1.3 1.7
C -4.46002 3.58593 -4.63044 -0.4 1.7 -0.3
O -5.27142 2.88970 -5.54250 -0.4 0.0 -0.4
C -4.64444 2.52923 -6.75800 1.0 -1.3 0.4
N -5.82828 2.95119 -2.75823 -0.5 0.6 -1.5
H -3.73541 5.62385 -2.97076 -0.3 0.1 -0.3
H -3.84817 4.26621 -1.93148 -0.2 -0.1 0.2
H -5.09509 5.53981 -1.85832 0.0 -0.1 0.1
H -6.18576 4.76490 -3.80335 0.2 0.0 -0.7
H -3.65793 2.96282 -4.21766 -0.1 -0.1 0.1
H -4.01762 4.45507 -5.13468 0.3 -0.2 -0.1
H -3.58888 2.81452 -6.79479 -0.1 0.5 0.1
H -5.12577 2.83798 -7.68293 -0.4 0.4 0.3
H -4.57906 1.43538 -6.76464 -0.2 -0.1 -0.2
H -6.69044 3.19661 -2.27234 0.1 0.1 0.2
H -6.14535 2.41624 -3.56667 -0.3 -0.7 0.4
C -3.35479 8.15224 -0.89578 -0.9 -0.3 0.2
C -2.27571 8.42773 -1.61394 1.0 2.1 0.4
C -1.03795 7.60122 -1.52059 -1.4 -2.6 -0.1
O -0.02396 7.84791 -2.13203 0.2 0.8 0.1
C -1.26166 6.30340 -0.83647 1.5 0.5 0.4
C -2.33537 5.99059 -0.10188 -0.5 -0.8 -0.2
C -3.49544 6.93221 -0.08105 0.0 0.8 -0.3
O -4.48878 6.72309 0.57664 0.1 -0.3 0.1
O -2.48217 4.80663 0.48768 0.2 0.7 -0.1
O -2.11918 9.62849 -2.23549 -0.1 -0.8 0.1
H -4.19355 8.83373 -0.83668 0.0 0.0 -0.1
H -0.40185 5.64272 -0.81538 -0.1 -0.1 -0.2
H -3.39029 4.69961 0.87800 -0.4 -0.6 0.2
H -1.18929 9.66972 -2.51272 0.0 0.0 -0.2
C -7.97409 5.38096 1.31471 -0.1 0.0 -0.2
C -7.79595 4.97089 0.05800 0.4 -1.6 -0.6
C -8.31259 5.68904 -1.15963 -2.1 0.8 1.5
O -8.37254 5.25331 -2.28332 1.0 -0.4 -0.1
C -9.03464 6.92274 -0.78572 -0.2 1.0 -0.3
C -9.28197 7.33332 0.47097 0.6 0.3 -0.5
C -8.71673 6.58857 1.61679 1.0 -0.5 0.9
O -8.79161 6.99624 2.76533 -0.6 0.5 -0.5
O -9.86754 8.49962 0.77455 0.0 -0.2 -0.1
O -7.24618 3.76662 -0.22738 0.5 0.6 0.0
H -7.61203 4.78619 2.14215 0.0 0.0 0.0
H -9.34890 7.57608 -1.59155 -0.1 -0.2 -0.1
H -9.73065 8.63479 1.72937 -0.2 -0.1 0.0
H -6.46111 3.65224 0.36497 0.5 -0.5 0.4
C -8.26221 0.67771 -0.44400 0.5 0.0 -0.5
C -7.66378 0.44712 0.73219 0.2 0.2 0.0
C -8.26296 0.91965 2.02740 -0.8 0.0 -0.6
O -7.78241 0.65058 3.10630 0.5 -0.2 -0.2
C -9.50076 1.65411 1.85784 -0.7 0.5 0.4
C -9.96022 2.06029 0.66758 -1.0 0.8 -0.4
C -9.42808 1.55884 -0.62556 1.8 -1.7 0.3
O -9.90957 1.74880 -1.71983 -0.6 0.7 0.4
O -11.01092 2.88542 0.53501 0.1 -0.1 0.3
O -6.50352 -0.21348 0.82972 0.0 -0.1 0.0
H -7.79923 0.29554 -1.34538 0.0 0.0 -0.1
H -10.08698 1.88480 2.73864 0.3 0.2 0.1
H -11.17170 3.01805 -0.41527 0.0 -0.1 0.0
H -6.24812 -0.24069 1.76914 -0.1 0.1 0.0
```
Positions in Å, forces in eV/Å.

=====

No. 2
Below is one molecule with the formula C10H16O3S in a non-equilibrium geometry, with properties calculated with ωB97M-V with the def2-TZVPD basis set.

Output
Relative energy (zero: lowest compared OMol25 entry of this formula, charge and spin) (kJ/mol): 452.42
2S+1: 1
E_tot (eV): -27601.77299
Kohn-Sham gap (eV): 8.492

```
30
Properties=species:S:1:pos:R:3:forces:R:3
C -1.74341 0.96774 1.04376 1.1 -1.9 0.6
C -2.21160 1.80254 0.11156 1.2 -0.6 2.8
C -1.25630 -0.47342 0.91179 -1.7 1.6 -4.0
C -1.40418 1.71882 -2.16576 2.2 -0.7 -0.1
C -0.49202 -1.44730 4.53265 -0.6 -3.9 -0.5
C 2.22317 0.92183 -4.41491 -1.6 -0.4 -0.5
C 0.29878 -2.34023 3.58288 1.6 -1.9 -1.0
C 0.91012 1.33634 -3.72383 0.1 1.9 -3.5
C -0.01644 -2.12776 2.06265 2.5 0.0 0.1
C 1.01772 1.29526 -2.28266 -0.5 -1.6 1.6
O -2.29559 1.68447 -1.19864 -1.9 0.4 -1.3
O -0.44833 -0.79542 1.84776 0.2 0.1 1.7
O -0.20677 1.58689 -1.57946 -0.5 0.3 0.4
S -1.67946 -1.35829 -0.47338 0.5 0.3 1.9
H -1.58907 1.33546 2.07561 -0.7 0.0 -0.7
H -2.60074 2.68440 0.57347 -0.2 1.0 -0.6
H -0.33213 -0.52056 4.09487 -0.8 2.1 -0.1
H -1.46808 -1.95296 4.59746 -0.4 1.4 -0.1
H -0.07529 -1.55328 5.50105 0.5 0.3 1.0
H 2.54455 -0.07249 -4.05598 0.0 0.4 -0.5
H 1.98320 0.95144 -5.53134 1.0 -0.1 1.5
H 2.89004 1.67211 -4.08590 1.5 0.6 -0.3
H 0.31832 -3.51509 3.72984 -0.5 2.4 0.1
H 1.32976 -2.06145 3.78012 0.4 -0.1 -0.4
H 0.15599 0.70398 -4.27332 0.0 1.0 1.5
H 0.80474 2.48073 -3.99273 -0.5 -2.2 0.1
H 0.87375 -2.22962 1.35210 -0.9 -0.3 1.3
H -0.71968 -2.83564 1.73613 -1.3 -0.6 -0.5
H 1.33888 0.31656 -1.92635 -0.6 -0.7 -0.1
H 1.85004 1.82496 -1.82945 -0.3 1.3 -0.3
```
Positions in Å, forces in eV/Å.

=====

No. 3
Below is an isolated ion of composition CH3N4 and charge +1 in a non-equilibrium geometry, with properties calculated with ωB97M-V with the def2-TZVPD basis set.

Output
Structure (SMILES): [NH2+]=C1N=NN1
Relative energy (zero: lowest compared OMol25 entry of this formula, charge and spin) (kJ/mol): 529.39
Total charge: +1
2S+1: 1
E_tot (eV): -7033.10512
Kohn-Sham gap (eV): 8.217

```
8
Properties=species:S:1:pos:R:3:forces:R:3
N -0.54884 -1.26145 0.14425 -1.3 0.3 -0.2
C -0.24804 -0.00641 -0.04637 1.7 0.0 -0.1
N -0.96991 0.98480 -0.49546 1.8 2.3 1.0
N 0.38091 1.89054 -0.18592 -2.5 -3.3 -0.7
N 0.98825 0.82190 0.13909 -1.7 1.4 -0.5
H -1.60715 -1.19650 -0.11992 2.0 -1.8 0.9
H 0.02873 -2.07583 0.53882 -1.5 1.8 -0.9
H 1.97605 0.84295 0.02550 1.5 -0.7 0.6
```
Positions in Å, forces in eV/Å.

=====

No. 4
Below is a 2-piece molecular cluster, C3H10N2O overall in a non-equilibrium geometry, with properties calculated with ωB97M-V with the def2-TZVPD basis set.

Output
Structure (SMILES): [H]/N=C\N.CCO
Relative energy (zero: lowest compared OMol25 entry of this formula, charge and spin) (kJ/mol): 105.35
2S+1: 1
E_tot (eV): -8300.41219
Kohn-Sham gap (eV): 10.601

```
16
Properties=species:S:1:pos:R:3:forces:R:3
H -1.78600 0.86055 1.11530 0.1 -0.1 0.4
N -1.39019 1.14341 0.22761 0.3 0.3 -0.4
C -1.68523 0.31176 -0.67979 -1.1 -0.6 -0.2
N -2.35846 -0.88559 -0.53300 0.6 0.7 0.2
H -1.49545 0.48822 -1.73316 0.6 0.4 0.0
H -2.74708 -1.04081 0.38048 -0.3 -0.4 -0.1
H -2.80203 -1.25091 -1.35456 -0.2 -0.2 0.2
C 1.83263 -0.25212 1.14690 -0.4 -0.4 -0.5
C 1.54996 -0.13014 -0.33999 0.0 0.4 -0.6
O 1.59425 1.22631 -0.78828 -0.2 -0.2 0.3
H 1.80213 -1.31244 1.40203 0.1 0.0 0.2
H 1.04824 0.25306 1.70736 0.0 0.1 0.1
H 2.79611 0.17665 1.40866 0.1 0.0 0.0
H 2.25036 -0.68414 -0.96389 0.4 0.1 0.2
H 0.57493 -0.53458 -0.62012 0.0 -0.2 0.4
H 0.81581 1.63077 -0.37556 0.0 0.2 -0.1
```
Positions in Å, forces in eV/Å.

=====

No. 5
Below is an isolated ion of composition C8H12N3 and charge +1 in a non-equilibrium geometry, with properties calculated with ωB97M-V with the def2-TZVPD basis set.

Output
Structure (SMILES): Cc1ccc(C)nc[nH][nH+]c1
Relative energy (zero: lowest compared OMol25 entry of this formula, charge and spin) (kJ/mol): 432.98
Total charge: +1
2S+1: 1
E_tot (eV): -12950.32314
Kohn-Sham gap (spin up / spin down) (eV): 7.104 / 7.105

```
23
Properties=species:S:1:pos:R:3:forces:R:3
C 2.83120 0.25292 0.53272 -1.4 1.1 -1.4
C 1.29932 0.26267 0.42557 0.5 1.5 -1.3
C 0.67768 -0.77636 1.08169 -2.1 -1.9 1.5
C -0.55081 -1.43408 0.86656 2.6 1.3 -0.7
C -1.67859 -0.84459 0.21692 0.2 0.1 2.1
C -2.79824 -1.60110 -0.33067 0.5 -1.9 -0.5
N -1.95849 0.35121 0.60909 -0.8 3.1 -0.5
C -1.92871 1.63746 0.58427 0.2 -2.9 2.3
N -1.03522 2.30890 -0.13577 0.8 1.6 -1.6
N -0.21474 1.63158 -1.07160 -1.5 0.5 1.4
C 0.93400 1.03182 -0.66052 0.7 -0.2 1.2
H 3.07970 1.29738 0.56950 0.9 0.3 -0.1
H 3.09055 -0.19791 -0.43116 1.0 0.0 0.5
H 3.23308 -0.19182 1.39898 0.3 -0.9 0.8
H 1.36962 -1.28977 1.79638 -0.8 0.1 -0.9
H -0.37116 -2.46504 1.05127 -1.1 -0.9 0.2
H -2.71530 -1.74098 -1.38834 0.6 -0.5 -0.8
H -3.75040 -1.12988 -0.28796 -0.7 0.4 0.9
H -2.71061 -2.59214 0.16196 -0.7 0.4 -0.5
H -2.43536 2.11817 1.44392 0.1 0.3 -1.0
H -1.06780 3.35804 -0.23737 0.0 -1.9 0.2
H -0.34172 2.05307 -1.96569 0.6 0.0 -0.6
H 1.81907 1.28478 -1.20204 0.2 0.4 -1.1
```
Positions in Å, forces in eV/Å.

=====

No. 6
Below is an isolated ion of composition C4H10NS and charge -1 in a non-equilibrium geometry, with properties calculated with ωB97M-V with the def2-TZVPD basis set.

Output
Structure (SMILES): CCNCC[S-]
Relative energy (zero: lowest compared OMol25 entry of this formula, charge and spin) (kJ/mol): 109.79
Total charge: -1
2S+1: 1
E_tot (eV): -16634.97342
Kohn-Sham gap (eV): 5.698

```
16
Properties=species:S:1:pos:R:3:forces:R:3
C -2.83012 2.08644 -0.90489 0.8 -3.8 1.4
C -1.65267 1.03149 -1.10377 1.1 1.5 -0.5
N -1.11334 0.47126 0.11259 -1.2 0.8 -0.5
C 0.26004 0.22894 0.43808 1.1 -0.1 1.6
C 0.78350 -1.17524 0.10244 0.0 0.5 -0.5
S 2.48714 -1.40479 0.72016 -0.2 -0.1 -0.2
H -3.57352 1.66380 -1.59454 -0.1 1.8 -0.3
H -3.17379 1.64087 0.03703 -0.6 0.7 0.3
H -2.52072 3.09417 -0.68407 -0.3 0.4 -0.7
H -0.81067 1.56849 -1.61186 -0.5 -0.7 0.1
H -2.08325 0.31406 -1.82106 0.4 -0.3 0.2
H -1.79882 0.29799 0.82613 0.1 -0.1 0.1
H 0.43981 0.42819 1.52913 -0.6 -0.6 -0.5
H 0.98841 0.97323 0.08302 -0.5 0.0 -0.8
H 0.67603 -1.23946 -1.00364 0.4 -0.2 0.3
H 0.08921 -1.93391 0.48464 0.0 0.1 0.2
```
Positions in Å, forces in eV/Å.